Entry w
C5H8O4 | the ωB97M-V functional and the def2-TZVPD basis

Geometry as XYZ:
```
17
Properties=species:S:1:pos:R:3
O 2.027 -1.131 -0.494
O 1.550 0.959 -1.152
O -2.113 -0.784 -1.112
O -0.595 2.301 0.016
C -0.199 -1.109 1.465
C 0.135 -0.009 0.502
C -0.964 0.981 0.241
C 1.139 -0.104 -0.406
C -1.418 0.203 -1.065
H 1.752 -1.878 0.057
H -1.129 0.800 -1.947
H 0.145 2.324 -0.602
H 2.343 0.706 -1.644
H -1.221 -1.468 1.255
H -1.724 0.960 1.021
H -0.168 -0.761 2.490
H 0.440 -1.991 1.374
```

Summary:
**Highest occupied orbital energy**: -8.267 eV
**Spin multiplicity**: 1
**LUMO energy**: 0.0155 Eh
**Orbital gap**: 8.689 eV
**SMILES**: CC(=C(O)O)[C@@H](O)C=O

Entry x
C5H8O4 | the ωB97M-V functional and the def2-TZVPD basis

Geometry as XYZ:
```
17
Properties=species:S:1:pos:R:3
O -1.198 -1.129 -2.705
O -1.162 0.654 1.516
O -0.905 0.420 -0.779
O 0.726 2.488 0.814
C 0.064 -1.238 0.657
C -0.704 -0.993 -1.486
C -0.305 0.286 0.493
C -0.118 -1.863 -0.681
C 1.027 1.124 0.473
H 1.407 1.128 -0.499
H -0.090 -2.963 -0.627
H 1.627 0.707 1.173
H -0.643 -1.661 1.385
H -1.352 -0.242 -3.276
H 1.558 2.966 0.776
H 1.111 -1.298 1.120
H -1.044 1.613 1.646
```

Summary:
**Highest occupied orbital energy**: -8.666 eV
**Spin multiplicity**: 1
**LUMO energy**: 0.0217 Eh
**Orbital gap**: 9.256 eV
**SMILES**: OC[C@]1(O)CC=C(O)O1

Entry y
C5H8O4 | the ωB97M-V functional and the def2-TZVPD basis

Geometry as XYZ:
```
17
Properties=species:S:1:pos:R:3
O 0.462 1.720 -2.849
O -1.500 1.407 -1.705
O -0.816 -2.015 0.883
O -2.009 -0.335 0.027
C 0.364 -0.003 0.309
C 1.661 -0.783 0.285
C -0.297 1.327 -2.021
C 0.152 0.931 1.337
C -0.873 -0.770 0.437
H -0.766 1.492 1.402
H -1.896 0.491 -0.734
H 1.731 -1.455 1.140
H 1.739 -1.369 -0.632
H 0.985 1.265 1.940
H -1.711 -2.389 0.909
H 0.276 0.576 -1.048
H 2.499 -0.090 0.321
```

Summary:
**Highest occupied orbital energy**: -7.951 eV
**Spin multiplicity**: 1
**LUMO energy**: -0.0047 Eh
**Orbital gap**: 7.824 eV

Entry z
C5H8O4 | the ωB97M-V functional and the def2-TZVPD basis

Geometry as XYZ:
```
17
Properties=species:S:1:pos:R:3
O 1.154 -2.282 -0.609
O 1.695 -0.428 1.510
O 1.677 1.795 0.917
O -2.084 -0.808 -0.457
C -0.124 0.450 0.198
C -0.755 -0.894 0.011
C 1.091 0.566 0.789
C 0.213 -1.584 -0.989
C -0.760 1.605 -0.529
H 2.406 1.641 1.543
H -0.718 1.438 -1.611
H -2.573 -1.557 -0.077
H -0.264 2.559 -0.334
H -0.735 -1.473 0.940
H -0.058 -1.477 -2.052
H 1.646 -1.260 0.990
H -1.810 1.709 -0.238
```

Summary:
**Highest occupied orbital energy**: -8.245 eV
**Spin multiplicity**: 1
**LUMO energy**: 0.0207 Eh
**Orbital gap**: 8.808 eV
**SMILES**: CC(=C(O)O)[C@@H](O)C=O

Least stable structure: entry y